# 1
Below is 9 unconnected molecules or ions with the total composition C33H51F3O9S3 at a distorted geometry, with properties calculated with ωB97M-V/def2-TZVPD.

Geometry as XYZ:
```
99
Properties=species:S:1:pos:R:3:forces:R:3:lowdin_charge:R:1
O 4.087 -4.312 3.559 -0.8 0.2 -0.6 -0.327
S 2.809 -3.679 3.279 0.5 -1.1 0.6 0.693
O 2.026 -3.275 4.432 -0.1 0.1 -0.6 -0.338
C 3.038 -2.325 2.132 0.3 0.0 -0.3 -0.215
C 2.043 -2.542 0.978 0.2 -0.2 0.6 -0.194
C 1.923 -4.063 0.784 0.1 -0.3 -1.1 -0.227
C 1.748 -4.679 2.144 0.0 0.1 0.8 -0.208
H 4.076 -2.378 1.758 -0.4 0.1 0.4 0.115
H 2.844 -1.415 2.704 0.3 0.0 -0.2 0.087
H 1.085 -2.130 1.308 -0.1 0.0 -0.4 0.092
H 2.450 -2.026 0.109 -0.4 0.0 -0.1 0.097
H 2.802 -4.448 0.253 0.2 0.1 0.4 0.115
H 1.116 -4.408 0.116 -0.1 0.6 0.3 0.113
H 1.941 -5.747 2.216 0.4 0.1 0.1 0.110
H 0.735 -4.518 2.512 -0.1 0.1 0.1 0.092
O -3.681 -3.272 -1.574 0.2 -0.8 0.8 -0.337
S -3.635 -4.183 -0.421 -1.0 2.7 -0.1 0.679
O -3.980 -5.543 -0.596 0.0 -1.8 -0.3 -0.298
C -2.080 -3.890 0.388 0.3 1.0 0.0 -0.216
C -2.358 -2.923 1.573 1.0 -0.7 0.5 -0.203
C -3.743 -2.347 1.425 -1.1 0.3 0.7 -0.237
C -4.642 -3.445 0.884 0.6 -0.4 -0.5 -0.206
H -1.486 -3.442 -0.388 0.4 0.3 -0.3 0.081
H -1.626 -4.814 0.669 0.2 -0.7 0.3 0.089
H -2.248 -3.546 2.464 -0.4 0.1 0.2 0.114
H -1.616 -2.120 1.735 -0.2 -0.4 -0.6 0.100
H -3.717 -1.497 0.752 -0.1 0.1 -0.1 0.097
H -4.180 -2.002 2.381 0.5 0.1 -0.4 0.129
H -5.593 -3.170 0.450 -0.1 0.3 -0.1 0.110
H -4.807 -4.236 1.613 0.0 -0.1 0.1 0.110
O -5.289 0.519 1.479 -0.1 0.3 0.0 -0.334
S -5.066 1.950 1.417 1.4 -1.3 -0.1 0.668
O -5.665 2.804 2.387 -0.6 0.7 0.5 -0.309
C -3.267 2.241 1.385 -0.1 0.2 -0.6 -0.187
C -3.007 2.356 -0.139 1.7 -0.3 0.8 -0.250
C -4.084 3.162 -0.737 -2.2 0.9 0.1 -0.218
C -5.397 2.495 -0.266 0.5 -1.0 0.1 -0.206
H -2.686 1.484 1.927 -0.5 -0.1 -0.4 0.100
H -3.065 3.193 1.891 -0.2 -0.1 -0.3 0.109
H -2.037 2.798 -0.329 0.3 0.3 0.2 0.087
H -2.956 1.406 -0.661 -0.2 -0.6 0.3 0.112
H -4.047 3.211 -1.815 0.1 0.0 -0.3 0.117
H -4.115 4.196 -0.364 0.3 -0.2 0.0 0.128
H -5.680 1.577 -0.799 0.4 0.2 0.0 0.111
H -6.274 3.079 -0.183 -0.8 1.0 -0.1 0.085
F 6.828 -3.002 -1.445 -0.2 0.3 0.0 0.052
C 5.708 -2.301 -1.761 0.6 -0.7 0.4 -0.287
C 4.613 -3.029 -2.141 0.2 -0.4 -0.1 -0.021
C 3.466 -2.333 -2.511 -0.4 -0.5 -0.1 -0.088
C 3.464 -0.948 -2.505 0.4 -0.6 -0.1 -0.097
C 4.615 -0.284 -2.098 -1.4 1.9 0.0 -0.089
C 5.722 -0.932 -1.677 1.6 -0.7 0.1 -0.025
H 4.800 -4.104 -2.181 -0.7 0.2 0.0 0.129
H 2.560 -2.874 -2.800 0.4 0.1 0.0 0.115
H 2.605 -0.438 -2.893 -0.2 0.4 0.1 0.083
H 4.617 0.805 -2.040 -0.1 -0.2 -0.2 0.110
H 6.646 -0.442 -1.381 -0.3 0.1 0.0 0.129
F 2.680 3.185 -1.468 -0.4 0.0 -0.2 0.038
C 2.127 4.397 -1.218 0.3 0.6 0.3 -0.275
C 3.017 5.457 -1.054 0.3 -0.7 -0.1 -0.016
C 2.479 6.652 -0.640 -1.4 0.5 0.1 -0.080
C 1.080 6.804 -0.517 -0.3 0.7 0.0 -0.100
C 0.181 5.774 -0.750 1.2 -0.3 0.0 -0.071
C 0.760 4.536 -1.065 -0.3 -0.4 -0.3 -0.022
H 4.088 5.271 -1.252 -0.7 0.3 0.3 0.129
H 3.052 7.520 -0.372 0.5 0.1 -0.2 0.100
H 0.644 7.785 -0.273 0.5 -0.4 0.0 0.106
H -0.900 5.927 -0.659 0.5 -0.2 -0.1 0.109
H 0.153 3.662 -1.228 -0.2 -0.2 0.0 0.088
F -0.260 2.334 1.622 -0.4 0.4 -0.6 0.046
C 0.193 1.824 2.770 1.0 -0.2 0.8 -0.295
C 0.427 0.463 2.846 -0.1 -0.3 0.7 -0.003
C 0.910 -0.031 4.083 -0.3 0.7 -0.8 -0.066
C 1.184 0.856 5.109 0.9 0.8 1.1 -0.092
C 1.092 2.254 4.977 -0.6 -0.5 -1.1 -0.066
C 0.557 2.724 3.774 0.0 0.4 0.1 -0.015
H 0.217 -0.174 1.974 0.0 0.3 0.7 0.078
H 1.106 -1.083 4.216 -0.1 -0.2 0.1 0.075
H 1.602 0.542 6.070 -0.2 -0.5 -0.4 0.108
H 1.444 2.951 5.755 -0.4 -0.6 -0.4 0.114
H 0.448 3.792 3.555 0.0 -0.4 0.2 0.120
C 0.137 0.387 -0.562 1.2 -1.1 -0.3 -0.145
O -0.853 -0.579 -0.241 -0.5 0.0 -1.0 -0.132
H 0.661 0.125 -1.497 -0.3 0.0 0.0 0.073
H -0.321 1.354 -0.701 0.3 0.5 0.5 0.049
H 0.923 0.267 0.205 -0.5 0.9 -0.3 0.077
H -1.360 -0.638 -1.071 -0.2 -0.4 0.7 0.080
C -2.400 -1.930 -4.022 0.0 0.2 -0.7 -0.197
O -2.790 -3.191 -4.507 -0.4 -0.4 0.0 -0.123
H -3.226 -1.338 -3.622 -0.1 -0.2 0.3 0.071
H -1.616 -2.066 -3.276 0.2 0.4 0.1 0.061
H -2.044 -1.364 -4.899 0.2 -0.2 0.4 0.084
H -3.174 -3.706 -3.781 0.1 0.3 0.0 0.055
C 1.448 2.233 -4.457 1.0 -1.1 0.0 -0.191
O 1.387 3.586 -4.821 -0.6 0.1 0.0 -0.097
H 2.490 1.972 -4.237 -0.1 -0.1 0.3 0.073
H 0.841 2.003 -3.591 -0.1 0.5 0.4 0.058
H 1.135 1.481 -5.194 -0.2 0.5 -0.5 0.078
H 2.142 3.767 -5.381 0.1 0.1 -0.1 0.078
```
Forces are in eV/Å.

Results
gap between HOMO and LUMO	9.7	eV
SMILES	O=S1(=O)CCCC1.O=S1(=O)CCCC1.O=S1(=O)CCCC1.Fc1ccccc1.Fc1ccccc1.Fc1ccccc1.CO.CO.CO

# 2
Below is a single C5H9NO molecule at a distorted geometry, with properties calculated with ωB97M-V/def2-TZVPD.

Geometry as XYZ:
```
16
Properties=species:S:1:pos:R:3:forces:R:3:lowdin_charge:R:1
C -0.268 1.886 0.821 -0.1 0.1 0.0 -0.097
C 0.510 0.698 0.264 0.0 0.0 0.0 -0.212
C -0.428 -0.343 -0.340 0.0 0.0 0.3 -0.428
O -1.094 0.116 -1.496 0.0 0.1 -0.1 -0.020
C 0.275 -1.672 -0.647 0.1 -0.1 0.0 -0.130
C 0.773 -2.285 0.585 0.5 -0.5 1.2 -0.226
N 1.151 -2.694 1.601 -0.5 0.4 -1.3 0.148
H -0.944 1.566 1.624 0.1 0.0 -0.1 0.081
H 0.395 2.652 1.232 0.0 -0.1 -0.1 0.073
H -0.882 2.347 0.041 0.1 0.0 0.1 0.074
H 1.108 0.223 1.053 -0.1 0.1 -0.1 0.110
H 1.224 1.031 -0.507 -0.1 -0.1 0.1 0.121
H -1.222 -0.554 0.384 0.0 0.0 0.0 0.153
H -0.449 0.554 -2.059 0.0 0.0 -0.1 0.097
H 1.113 -1.522 -1.335 0.0 0.0 0.0 0.129
H -0.437 -2.342 -1.132 0.1 0.0 0.1 0.127
```
Forces are in eV/Å.

Results
gap between HOMO and LUMO	11.6	eV
SMILES	CC[C@@H](O)CC#N
ΔE to the lowest compared entry with this formula, charge and spin	94.0	kJ/mol

# 3
Below is 11 unconnected molecules or ions with the total composition C56H87N14O2 at a distorted geometry, with properties calculated with ωB97M-V/def2-TZVPD.

Geometry as XYZ:
```
159
Properties=species:S:1:pos:R:3:forces:R:3:lowdin_charge:R:1
C -0.432 6.186 -4.047 0.1 0.0 -0.1 -0.057
C 0.187 4.803 -4.234 0.1 0.1 -0.1 -0.238
O -0.786 3.946 -4.854 -0.1 -0.1 0.1 -0.187
C -0.280 2.911 -5.667 0.1 -0.1 -0.3 -0.187
C -0.935 1.576 -5.296 0.0 -0.3 -0.2 -0.099
N -1.217 1.576 -3.865 0.3 0.2 0.2 0.140
C -1.441 0.549 -3.092 -0.3 0.2 -0.5 -0.323
N -1.341 -0.730 -3.670 -0.3 0.0 0.5 0.003
N -2.385 -1.584 -3.182 0.3 -0.4 -0.2 0.035
N -1.820 0.721 -1.833 1.0 -0.3 0.5 0.115
C -1.521 1.968 -1.103 -0.3 0.2 0.0 -0.164
C -1.461 1.708 0.397 0.0 0.1 0.1 -0.195
C -0.129 1.177 0.929 0.0 0.0 0.0 -0.196
C -0.260 0.706 2.379 0.1 0.1 0.0 -0.220
C 1.000 0.054 2.955 0.0 0.0 -0.2 -0.203
C 1.145 -1.428 2.600 -0.1 -0.1 0.0 -0.227
C 2.029 -2.201 3.578 0.0 0.0 0.1 -0.209
C 2.123 -3.705 3.260 -0.1 0.0 0.0 -0.202
C 3.536 -4.285 3.301 0.0 -0.1 0.0 -0.169
C 4.511 -3.614 2.331 0.0 0.2 -0.2 -0.234
O 4.876 -4.533 1.316 0.0 -0.3 0.2 -0.198
C 6.116 -4.304 0.687 0.0 0.2 -0.1 -0.109
H -1.423 6.182 -4.501 0.0 0.0 0.1 0.070
H 0.162 6.940 -4.567 -0.1 0.0 0.1 0.078
H -0.520 6.480 -3.000 0.0 -0.1 -0.1 0.072
H 0.510 4.367 -3.278 -0.1 0.0 -0.1 0.111
H 1.066 4.847 -4.884 -0.1 0.1 0.1 0.115
H -0.529 3.096 -6.719 0.1 0.1 0.1 0.111
H 0.811 2.837 -5.596 -0.1 0.0 0.2 0.132
H -1.864 1.420 -5.853 0.0 0.1 0.1 0.126
H -0.269 0.753 -5.555 -0.1 0.1 0.0 0.127
H -1.282 2.515 -3.479 0.0 0.0 -0.1 0.134
H -0.415 -1.122 -3.513 0.0 0.0 -0.3 0.154
H -2.000 -2.267 -2.534 0.1 0.0 0.0 0.069
H -2.697 -2.117 -3.989 -0.1 0.1 0.0 0.101
H -1.663 -0.109 -1.272 -0.4 0.0 0.0 0.146
H -0.570 2.366 -1.482 0.0 0.0 0.2 0.126
H -2.305 2.703 -1.306 0.0 -0.1 -0.1 0.109
H -1.701 2.660 0.883 0.1 -0.1 0.1 0.125
H -2.272 1.023 0.675 0.0 0.1 -0.1 0.103
H 0.616 1.983 0.889 0.0 -0.1 -0.1 0.122
H 0.260 0.369 0.291 -0.1 0.0 0.1 0.111
H -1.106 0.014 2.473 0.1 0.0 0.0 0.096
H -0.522 1.582 2.983 0.0 -0.1 -0.1 0.090
H 1.877 0.606 2.592 0.0 0.0 0.2 0.116
H 0.992 0.157 4.044 0.0 0.0 -0.1 0.108
H 1.557 -1.548 1.587 -0.1 0.0 0.0 0.100
H 0.149 -1.894 2.590 0.1 0.0 0.0 0.114
H 3.026 -1.744 3.595 -0.1 0.0 0.0 0.111
H 1.618 -2.072 4.586 0.1 0.1 -0.1 0.116
H 1.492 -4.257 3.964 0.0 0.0 -0.1 0.112
H 1.703 -3.902 2.268 0.0 0.1 0.0 0.097
H 3.501 -5.341 3.017 0.0 0.1 0.1 0.117
H 3.925 -4.250 4.325 0.0 0.1 -0.1 0.114
H 4.033 -2.735 1.866 0.1 0.0 0.1 0.116
H 5.417 -3.253 2.837 -0.1 -0.1 0.0 0.116
H 6.769 -3.678 1.308 0.0 -0.1 0.0 0.080
H 5.985 -3.803 -0.281 0.0 0.0 0.1 0.084
H 6.609 -5.264 0.515 -0.1 0.1 0.0 0.080
N -1.064 8.094 -8.292 0.0 0.0 0.0 0.011
C -1.158 6.942 -7.566 0.0 0.0 0.0 -0.144
C -0.075 6.161 -7.878 0.0 0.0 0.0 -0.118
C 0.701 6.875 -8.833 0.0 0.0 0.0 -0.102
C 0.062 8.062 -9.067 0.0 0.0 0.0 -0.130
H -1.724 8.850 -8.266 0.0 0.0 0.0 0.147
H -1.983 6.770 -6.896 0.0 0.0 0.0 0.103
H 0.135 5.185 -7.473 0.0 0.0 0.0 0.070
H 1.618 6.552 -9.296 0.0 0.0 0.0 0.092
H 0.315 8.882 -9.717 0.0 0.0 0.0 0.110
N -5.718 3.425 1.104 0.1 0.0 0.1 0.016
C -6.314 2.225 1.381 0.0 0.0 0.0 -0.128
C -5.901 1.322 0.437 0.1 0.0 0.2 -0.111
C -5.008 2.006 -0.433 0.1 -0.1 0.0 -0.130
C -4.914 3.303 0.004 0.0 0.0 0.1 -0.144
H -5.850 4.268 1.635 0.0 0.0 0.0 0.150
H -6.968 2.112 2.228 0.0 0.0 0.0 0.118
H -6.192 0.286 0.384 0.0 0.0 -0.1 0.086
H -4.495 1.579 -1.280 0.0 0.0 0.0 0.074
H -4.350 4.142 -0.368 -0.1 0.0 0.0 0.107
N 2.208 3.254 7.292 0.0 0.0 0.0 0.011
C 3.323 2.741 6.689 0.0 -0.1 0.0 -0.152
C 3.035 2.553 5.363 0.0 0.0 0.0 -0.107
C 1.690 2.971 5.163 0.0 0.0 0.0 -0.122
C 1.208 3.398 6.373 0.0 0.0 0.0 -0.135
H 2.140 3.491 8.266 0.0 0.0 0.0 0.141
H 4.221 2.547 7.250 0.0 0.0 0.0 0.106
H 3.711 2.160 4.623 0.0 0.0 0.0 0.089
H 1.140 2.959 4.236 0.0 0.0 0.0 0.075
H 0.246 3.789 6.654 0.0 0.0 0.0 0.105
N 9.548 -6.386 1.176 0.0 0.0 0.0 -0.005
C 8.906 -7.568 1.428 0.0 0.0 0.0 -0.149
C 9.207 -8.432 0.411 0.0 0.0 0.0 -0.111
C 10.065 -7.744 -0.491 0.0 0.0 0.0 -0.112
C 10.256 -6.484 0.009 0.0 0.0 0.0 -0.145
H 9.506 -5.571 1.758 0.0 0.0 0.0 0.139
H 8.294 -7.694 2.305 0.0 0.0 0.0 0.105
H 8.856 -9.447 0.323 0.0 0.0 0.0 0.090
H 10.494 -8.132 -1.399 0.0 0.0 0.0 0.089
H 10.834 -5.656 -0.364 0.0 0.0 0.0 0.103
N -3.552 0.826 3.193 -0.1 0.0 0.0 0.011
C -3.958 -0.483 3.201 0.1 0.0 -0.1 -0.147
C -3.432 -1.081 4.317 0.1 0.0 -0.1 -0.101
C -2.679 -0.092 5.008 -0.1 0.0 0.1 -0.097
C -2.782 1.072 4.296 -0.1 0.0 0.0 -0.160
H -3.807 1.499 2.491 -0.1 0.0 0.0 0.115
H -4.589 -0.865 2.416 0.0 0.0 0.0 0.095
H -3.574 -2.109 4.611 0.0 0.0 0.0 0.084
H -2.141 -0.219 5.933 0.0 0.0 0.0 0.098
H -2.370 2.049 4.483 0.0 0.0 0.0 0.111
N -5.539 -1.966 -2.154 0.0 0.0 0.0 0.002
C -6.493 -0.984 -2.118 0.0 0.0 0.0 -0.158
C -7.684 -1.569 -1.780 0.0 0.0 0.0 -0.103
C -7.440 -2.959 -1.606 0.0 0.0 0.0 -0.102
C -6.109 -3.173 -1.844 0.0 0.0 0.0 -0.146
H -4.570 -1.819 -2.375 0.0 0.1 0.0 0.088
H -6.247 0.043 -2.329 0.0 0.0 0.0 0.098
H -8.626 -1.060 -1.670 0.0 0.0 0.0 0.096
H -8.161 -3.713 -1.339 0.0 0.0 0.0 0.094
H -5.527 -4.079 -1.818 0.0 0.0 0.0 0.101
N -4.171 -4.733 3.108 0.0 0.0 0.0 0.000
C -4.478 -5.597 4.124 0.0 0.0 0.0 -0.137
C -3.534 -6.588 4.133 0.0 0.0 0.0 -0.105
C -2.624 -6.318 3.075 0.0 0.0 0.0 -0.106
C -3.043 -5.167 2.466 0.0 0.1 -0.1 -0.152
H -4.705 -3.921 2.861 0.0 0.0 0.0 0.133
H -5.344 -5.441 4.745 0.0 0.0 0.0 0.108
H -3.503 -7.420 4.817 0.0 0.0 0.0 0.093
H -1.761 -6.900 2.798 0.0 0.0 0.0 0.092
H -2.633 -4.622 1.633 0.0 0.0 0.0 0.082
N -2.928 0.753 -9.572 0.1 0.0 0.0 0.001
C -2.705 1.981 -9.010 0.0 0.0 0.1 -0.160
C -1.645 2.557 -9.662 0.0 0.0 0.1 -0.114
C -1.209 1.636 -10.653 0.0 0.0 0.0 -0.103
C -2.021 0.536 -10.573 0.0 0.0 0.0 -0.136
H -3.653 0.114 -9.303 0.0 0.0 0.0 0.143
H -3.324 2.354 -8.212 -0.1 0.0 0.0 0.102
H -1.242 3.538 -9.462 0.0 0.0 0.0 0.082
H -0.403 1.773 -11.353 0.0 0.0 0.0 0.093
H -2.035 -0.373 -11.149 0.0 0.0 0.0 0.109
N -0.983 -4.319 -0.987 -0.2 0.2 -0.1 -0.018
C 0.234 -3.853 -0.554 0.0 0.1 -0.1 -0.149
C 1.204 -4.643 -1.110 0.1 0.0 0.0 -0.093
C 0.548 -5.625 -1.904 0.0 0.0 0.0 -0.095
C -0.798 -5.402 -1.808 0.0 0.0 0.0 -0.137
H -1.875 -3.949 -0.715 0.0 -0.1 0.2 0.120
H 0.303 -3.017 0.119 0.0 0.0 0.1 0.082
H 2.267 -4.547 -0.953 0.0 0.0 0.0 0.096
H 1.016 -6.413 -2.470 0.0 0.0 0.0 0.098
H -1.634 -5.919 -2.248 0.0 0.0 0.0 0.108
N 5.551 6.006 9.258 0.0 0.0 0.0 0.005
C 4.812 4.898 8.951 0.0 0.0 0.0 -0.155
C 4.799 4.087 10.056 0.0 0.0 0.0 -0.118
C 5.562 4.733 11.067 0.0 0.0 0.0 -0.108
C 6.013 5.914 10.543 0.0 0.0 0.0 -0.136
H 5.732 6.770 8.634 0.0 0.0 0.0 0.145
H 4.355 4.781 7.985 0.1 0.1 0.0 0.083
H 4.305 3.131 10.136 0.0 0.0 0.0 0.087
H 5.758 4.370 12.062 0.0 0.0 0.0 0.092
H 6.620 6.690 10.974 0.0 0.0 0.0 0.108
```
Forces are in eV/Å.

Results
gap between HOMO and LUMO	6.9	eV
total charge	+1

# 4
Below is a single C3H3N3O molecule at a distorted geometry, with properties calculated with ωB97M-V/def2-TZVPD.

Geometry as XYZ:
```
10
Properties=species:S:1:pos:R:3:forces:R:3:lowdin_charge:R:1
O -1.362 1.210 -0.377 0.2 -0.1 -0.5 -0.048
C -0.535 1.042 1.938 1.1 -0.2 0.0 0.078
N -1.440 0.024 -0.705 0.0 -0.1 -0.1 -0.179
N -0.558 -0.878 -0.875 -0.2 0.1 0.2 0.073
C 0.766 -0.658 -0.527 0.1 0.1 0.1 -0.124
C 1.269 0.078 0.485 -0.1 -0.1 -0.2 -0.137
N 0.459 0.701 1.391 -0.9 0.2 0.5 -0.054
H -2.379 -0.328 -0.926 0.0 0.0 0.0 0.177
H 1.445 -1.305 -1.078 -0.1 0.3 0.0 0.104
H 2.337 0.115 0.674 -0.2 0.0 -0.1 0.110
```
Forces are in eV/Å.

Results
gap between HOMO and LUMO	9.2	eV
ΔE to the lowest compared entry with this formula, charge and spin	465.3	kJ/mol

Calculated E_LUMO, 0.157; 0.728; -2.456; -0.373 eV (same order as the records).